[1]
DFT (ωB97M-V with the def2-TZVPD basis set) results for 7 unconnected molecules or ions with the total composition C45H109N6O15P2.

Atoms and positions in Å:
C1 5.772 -6.338 1.945
C2 5.703 -6.300 0.597
C3 6.505 -5.291 -0.136
O1 7.479 -4.761 0.316
O2 6.068 -4.948 -1.385
C4 4.688 -4.661 -1.586
C5 4.214 -3.408 -0.855
C6 3.698 -3.585 0.580
C7 2.705 -2.493 0.984
C8 1.265 -2.689 0.495
C9 0.668 -4.064 0.892
P1 0.713 -5.272 -0.422
P2 -0.330 -7.108 0.319
O3 -0.760 -6.840 1.700
H1 6.720 -6.377 2.473
H2 4.884 -6.322 2.571
H3 5.100 -7.038 0.074
H4 4.052 -5.532 -1.387
H5 4.596 -4.473 -2.655
H6 3.381 -3.023 -1.460
H7 5.002 -2.656 -0.914
H8 4.543 -3.527 1.268
H9 3.304 -4.600 0.704
H10 2.673 -2.457 2.076
H11 3.071 -1.530 0.625
H12 1.213 -2.515 -0.585
H13 0.639 -1.950 0.992
H14 1.187 -4.461 1.767
H15 -0.378 -3.938 1.179
H16 0.038 -4.778 -1.541
H17 2.015 -5.613 -0.788
H18 0.609 -8.144 0.188
H19 -1.387 -7.256 -0.594
C10 -2.846 3.669 4.239
O4 -2.436 3.802 2.891
C11 -1.225 4.539 2.724
C12 -0.134 3.638 2.200
N1 0.299 2.672 3.205
C13 1.164 1.623 2.686
C14 0.559 0.668 1.660
O5 -0.468 -0.178 2.156
C15 -1.761 0.422 2.125
H20 -3.834 3.211 4.234
H21 -2.168 3.028 4.813
H22 -2.916 4.644 4.732
H23 -0.934 5.038 3.652
H24 -1.417 5.313 1.975
H25 0.723 4.247 1.897
H26 -0.536 3.154 1.303
H27 -0.520 2.238 3.613
H28 1.497 1.026 3.540
H29 2.059 2.079 2.250
H30 1.363 0.000 1.333
H31 0.215 1.197 0.762
H32 -1.853 1.128 1.300
H33 -1.990 0.927 3.066
H34 -2.497 -0.370 1.992
C16 -1.302 0.369 -4.169
O6 -1.034 1.623 -4.749
C17 -2.199 2.364 -5.114
C18 -2.332 3.589 -4.238
N2 -2.665 3.207 -2.872
C19 -2.586 4.290 -1.897
C20 -1.212 4.893 -1.635
O7 -0.306 3.992 -1.014
C21 0.430 3.158 -1.885
H35 -0.346 -0.137 -4.040
H36 -1.776 0.467 -3.184
H37 -1.942 -0.241 -4.816
H38 -3.096 1.741 -5.057
H39 -2.073 2.679 -6.153
H40 -3.121 4.236 -4.632
H41 -1.383 4.139 -4.299
H42 -2.031 2.474 -2.580
H43 -2.958 3.899 -0.946
H44 -3.272 5.088 -2.196
H45 -1.351 5.715 -0.928
H46 -0.759 5.329 -2.532
H47 0.627 3.640 -2.845
H48 -0.074 2.201 -2.061
H49 1.385 2.942 -1.402
C22 -3.699 0.800 -0.608
O8 -4.488 0.155 0.370
C23 -5.603 0.925 0.817
C24 -6.903 0.291 0.375
N3 -7.069 0.407 -1.067
C25 -8.182 -0.361 -1.616
C26 -8.109 -1.880 -1.521
O9 -7.082 -2.460 -2.307
C27 -5.814 -2.538 -1.694
H50 -2.817 0.180 -0.777
H51 -4.228 0.919 -1.559
H52 -3.373 1.786 -0.264
H53 -5.532 1.958 0.465
H54 -5.570 0.939 1.910
H55 -7.736 0.795 0.872
H56 -6.890 -0.756 0.714
H57 -6.216 0.103 -1.519
H58 -8.263 -0.100 -2.674
H59 -9.107 -0.025 -1.137
H60 -9.046 -2.276 -1.918
H61 -8.038 -2.230 -0.484
H62 -5.893 -2.664 -0.610
H63 -5.199 -1.657 -1.906
H64 -5.302 -3.408 -2.111
C28 9.629 -2.622 1.315
O10 10.030 -1.474 2.040
C29 8.956 -0.741 2.609
C30 8.967 -0.836 4.119
N4 8.612 -2.181 4.555
C31 8.806 -2.427 5.981
C32 10.229 -2.386 6.523
O11 11.055 -3.430 6.049
C33 11.713 -3.183 4.820
H65 10.512 -3.025 0.823
H66 9.212 -3.393 1.970
H67 8.888 -2.371 0.551
H68 7.994 -1.080 2.209
H69 9.090 0.306 2.321
H70 8.243 -0.127 4.530
H71 9.967 -0.535 4.460
H72 9.168 -2.847 4.034
H73 8.404 -3.420 6.195
H74 8.197 -1.711 6.543
H75 10.167 -2.524 7.606
H76 10.709 -1.413 6.362
H77 11.941 -2.122 4.688
H78 11.126 -3.532 3.964
H79 12.648 -3.742 4.830
C34 -1.151 -6.168 -7.924
O12 -0.234 -5.097 -8.041
C35 -0.826 -3.806 -7.977
C36 -0.384 -3.084 -6.724
N5 -0.961 -3.704 -5.535
C37 -0.417 -3.210 -4.282
C38 1.056 -3.480 -3.986
O13 1.347 -4.856 -3.780
C39 1.626 -5.609 -4.959
H80 -0.600 -7.088 -8.111
H81 -1.596 -6.222 -6.924
H82 -1.953 -6.086 -8.662
H83 -1.917 -3.869 -8.032
H84 -0.479 -3.240 -8.845
H85 -0.706 -2.040 -6.775
H86 0.714 -3.099 -6.709
H87 -0.813 -4.703 -5.589
H88 -1.006 -3.664 -3.475
H89 -0.595 -2.134 -4.230
H90 1.296 -2.979 -3.040
H91 1.727 -3.051 -4.736
H92 2.101 -4.993 -5.724
H93 0.724 -6.065 -5.370
H94 2.309 -6.412 -4.681
C40 -5.173 5.319 1.754
O14 -4.853 6.574 1.186
C41 -5.976 7.341 0.769
C42 -6.120 8.573 1.636
N6 -6.527 8.206 2.985
C43 -6.474 9.294 3.955
C44 -5.105 9.879 4.284
O15 -4.243 8.984 4.964
C45 -3.476 8.128 4.142
H95 -4.234 4.796 1.925
H96 -5.693 5.428 2.713
H97 -5.796 4.725 1.075
H98 -6.891 6.742 0.785
H99 -5.797 7.654 -0.264
H100 -6.874 9.236 1.203
H101 -5.155 9.099 1.618
H102 -5.929 7.458 3.311
H103 -6.903 8.917 4.887
H104 -7.127 10.102 3.611
H105 -5.266 10.715 4.970
H106 -4.605 10.294 3.401
H107 -3.231 8.595 3.184
H108 -3.983 7.176 3.954
H109 -2.547 7.911 4.672

Properties
Net charge: +1
DFT total energy: -3919.158267 Ha
E_LUMO: -3.667 eV
HOMO-LUMO gap: 6.058 eV


[2]
DFT (ωB97M-V with the def2-TZVPD basis set) results for a molecular structure, CH3PS4.

Atoms and positions in Å:
C1 -1.363 -0.724 0.275
P1 -2.541 0.032 1.223
S1 -1.439 0.100 -1.282
S2 -2.982 1.333 -0.515
S3 3.084 -0.370 -0.119
S4 1.553 0.998 0.248
H1 0.993 0.258 1.310
H2 -0.524 -1.428 0.212
H3 3.221 -0.200 -1.351

Properties
DFT total energy: -1973.945959 Ha
Relative energy (zero: lowest compared OMol25 entry of this formula, charge and spin): 2.104 eV
E_LUMO: -0.147 eV
HOMO-LUMO gap: 8.395 eV


[3]
DFT (ωB97M-V with the def2-TZVPD basis set) results for 3 unconnected molecules or ions with the total composition C27H55FN7O5P2.

Atoms and positions in Å:
C1 5.225 3.781 -4.560
C2 3.721 3.207 -4.493
C3 2.886 3.530 -3.228
C4 1.395 3.033 -3.123
C5 0.686 2.206 -4.220
C6 -0.808 1.650 -4.170
C7 -1.943 2.754 -3.884
C8 -2.566 2.457 -2.436
C9 -1.639 2.876 -1.208
O1 -0.847 2.027 -0.679
N1 -3.058 2.485 -4.876
C10 -4.047 3.599 -4.903
C11 -5.512 3.043 -5.370
C12 -6.326 4.269 -6.058
F1 -6.120 5.520 -5.363
C13 -1.489 4.269 -4.125
O2 -1.539 5.211 -3.263
O3 -1.041 4.607 -5.411
C14 1.557 1.856 -5.485
C15 3.045 2.354 -5.594
H1 6.001 3.042 -4.158
H2 5.221 4.742 -3.915
H3 5.413 4.121 -5.633
H4 3.328 4.130 -2.352
H5 0.857 3.306 -2.160
H6 -0.897 0.764 -3.437
H7 -1.026 1.223 -5.224
H8 -2.693 1.308 -2.367
H9 -3.604 2.896 -2.254
H10 -1.683 3.969 -0.841
H11 -2.684 2.428 -5.833
H12 -3.781 4.430 -5.655
H13 -4.223 4.114 -3.902
H14 -6.150 2.757 -4.446
H15 -5.416 2.150 -6.077
H16 -5.984 4.451 -7.147
H17 -7.465 4.076 -6.058
H18 1.127 1.216 -6.343
H19 3.616 2.051 -6.537
O4 -0.752 -1.552 4.468
P1 -1.859 -1.051 3.522
N2 -1.185 0.518 3.434
C16 -1.807 1.790 3.735
C17 0.112 0.655 2.778
N3 -3.081 -1.096 4.740
C18 -3.897 0.021 5.178
C19 -2.878 -2.000 5.871
N4 -3.135 -0.559 2.389
C20 -4.070 -1.681 2.119
C21 -2.677 -0.114 1.057
H20 -2.754 1.935 3.206
H21 -1.181 2.641 3.450
H22 -1.974 1.899 4.809
H23 0.006 0.663 1.687
H24 0.778 -0.173 3.035
H25 0.636 1.568 3.071
H26 -3.374 0.640 5.916
H27 -4.821 -0.340 5.646
H28 -4.231 0.652 4.354
H29 -2.183 -1.575 6.606
H30 -2.489 -2.964 5.535
H31 -3.822 -2.217 6.381
H32 -3.552 -2.524 1.648
H33 -4.885 -1.360 1.465
H34 -4.546 -2.052 3.030
H35 -1.990 -0.836 0.608
H36 -2.186 0.858 1.097
H37 -3.523 0.029 0.377
O5 4.844 -2.198 1.085
P2 4.075 -2.997 2.151
N5 5.260 -4.232 2.190
C22 5.094 -5.655 1.979
C23 6.579 -3.881 2.704
N6 2.801 -3.435 1.075
C24 2.384 -4.784 0.744
C25 2.568 -2.574 -0.086
N7 3.167 -3.838 3.425
C26 1.930 -3.096 3.780
C27 3.879 -4.029 4.703
H38 4.312 -6.089 2.609
H39 6.002 -6.222 2.208
H40 4.872 -5.870 0.931
H41 6.587 -3.867 3.801
H42 6.886 -2.889 2.363
H43 7.357 -4.571 2.369
H44 3.014 -5.223 -0.038
H45 1.351 -4.786 0.375
H46 2.370 -5.449 1.609
H47 3.292 -2.772 -0.886
H48 2.630 -1.519 0.193
H49 1.562 -2.719 -0.493
H50 2.164 -2.103 4.179
H51 1.346 -3.644 4.523
H52 1.267 -2.960 2.923
H53 4.312 -3.091 5.064
H54 4.672 -4.773 4.622
H55 3.206 -4.419 5.473

Properties
Net charge: -1
DFT total energy: -2603.505467 Ha
E_LUMO: 0.748 eV
HOMO-LUMO gap: 5.191 eV